<i>
17
Properties=species:S:1:pos:R:3:mulliken_charge:R:1 method="wB97M-V/def2-TZVPD" gap_ev=9.5 e_lumo_ev=0.83
C 0.91 -0.13 0.13 0.242
C -0.18 -0.45 1.20 -0.488
C -1.13 -0.04 0.06 0.105
C -0.15 -0.71 -0.86 -0.364
C -0.65 1.47 0.01 -0.533
C 0.68 1.34 0.06 -0.695
H 2.76 -0.15 -0.62 0.280
H 2.22 -1.67 -0.03 0.285
H -0.11 -1.59 1.48 0.286
H -0.20 0.21 2.10 0.279
H -3.22 0.43 -0.99 0.126
H -0.26 -1.83 -0.94 0.292
H -0.20 -0.32 -1.87 0.322
H -1.34 2.28 0.09 0.491
H 1.48 2.09 -0.07 0.357
N 2.21 -0.61 0.12 -0.686
S -2.82 -0.32 0.12 -0.298


<ii>
17
Properties=species:S:1:pos:R:3:mulliken_charge:R:1 method="wB97M-V/def2-TZVPD" gap_ev=9.7 e_lumo_ev=0.81 smiles=C#C[C@]1(CN)S[C@@H]1C
C 1.66 -1.21 0.95 -1.258
C 1.29 0.13 0.27 -0.201
C 0.12 0.32 -0.63 0.665
C -0.79 1.58 -0.37 -0.704
C -0.75 -0.77 -1.11 -1.138
C -1.47 -1.60 -1.56 0.253
H 1.21 -1.28 1.97 0.315
H 1.41 -2.12 0.40 0.353
H 2.72 -1.15 1.20 0.351
H 1.61 0.88 1.04 0.357
H -0.18 2.37 0.03 0.398
H -1.23 1.86 -1.37 0.325
H -2.32 0.48 0.47 0.284
H -1.30 1.07 1.46 0.278
H -2.00 -2.38 -2.00 0.535
N -1.77 1.32 0.62 -0.625
S 1.79 0.49 -1.38 -0.188


Decreasing stability: <i>, <ii>


<i>
17
Properties=species:S:1:pos:R:3:mulliken_charge:R:1 method="wB97M-V/def2-TZVPD" gap_ev=9.2 e_lumo_ev=0.97
C -0.59 -0.70 -2.45 -1.271
C 0.28 -0.01 -1.44 0.691
C 1.37 0.74 -1.65 -0.576
C 1.96 1.30 -0.37 -0.696
C 1.01 0.76 0.74 -0.725
C -0.02 -0.05 0.00 0.479
H -0.57 -1.77 -2.24 0.284
H -0.30 -0.50 -3.50 0.341
H -1.65 -0.41 -2.31 0.295
H 1.84 0.90 -2.63 0.381
H 2.99 0.93 -0.24 0.281
H 2.04 2.38 -0.41 0.316
H 1.55 0.11 1.43 0.363
H 0.56 1.56 1.33 0.404
H -2.44 -1.31 2.13 0.163
N -1.04 -0.66 0.46 -0.523
S -1.30 -0.60 2.14 -0.204


<ii>
17
Properties=species:S:1:pos:R:3:mulliken_charge:R:1 method="wB97M-V/def2-TZVPD" gap_ev=9.3 e_lumo_ev=0.77 smiles="C=C1CN[C@@H]2C[C@@]12S"
C 0.31 -0.26 0.60 0.343
C 1.14 0.65 1.52 -0.587
C 0.20 1.26 0.55 -0.166
C -1.28 0.60 -0.99 -0.694
C -1.12 -0.47 0.17 0.414
C -2.08 -1.23 0.65 -0.985
H 1.47 -2.18 -0.19 0.145
H 0.89 0.82 2.56 0.246
H 2.21 0.52 1.31 0.280
H -0.66 1.54 1.12 0.254
H 0.56 1.42 -1.48 0.353
H -1.20 0.16 -1.98 0.312
H -2.24 1.11 -0.91 0.368
H -1.90 -1.92 1.46 0.295
H -3.12 -1.19 0.25 0.261
N -0.17 1.61 -0.82 -0.539
S 1.39 -0.93 -0.71 -0.300


Decreasing stability: <i>, <ii>


<i>
8
Properties=species:S:1:pos:R:3:mulliken_charge:R:1 method="wB97M-V/def2-TZVPD" gap_ev=6.0 e_lumo_ev=-2.45
C -0.64 0.50 0.08 -0.458
Si 1.19 0.43 0.10 0.744
Cl -1.79 -2.23 -0.52 -0.612
Cl 2.34 0.39 -1.52 -0.092
Cl 2.09 -0.48 1.63 -0.093
H -1.04 1.21 -0.65 0.307
H -1.12 -0.57 -0.18 -0.097
H -1.04 0.75 1.06 0.300


<ii>
8
Properties=species:S:1:pos:R:3:mulliken_charge:R:1 method="wB97M-V/def2-TZVPD" gap_ev=8.0 e_lumo_ev=-1.25
C -1.80 0.19 0.28 -0.189
Si -0.39 -0.86 -0.63 0.234
Cl -3.37 -0.43 -0.33 -0.171
Cl -1.62 1.85 -0.25 -0.165
Cl 4.73 -0.21 -0.63 -0.233
H -1.90 0.38 1.34 0.348
H 4.60 0.92 -0.11 0.233
H -0.25 -1.84 0.32 -0.058


Decreasing stability: <i>, <ii>


<i>
15
Properties=species:S:1:pos:R:3:mulliken_charge:R:1 method="wB97M-V/def2-TZVPD" gap_ev=9.5 e_lumo_ev=0.82 smiles=CN(C)c1conn1
C 1.49 0.42 -0.60 -1.138
C -0.54 1.74 -0.15 -0.946
C -0.49 -0.62 0.11 0.533
C 0.05 -1.82 0.59 -0.248
H 1.67 -0.47 -1.22 0.363
H 1.83 1.28 -1.20 0.352
H 1.88 0.48 0.43 0.387
H -1.62 1.62 -0.26 0.373
H -0.20 2.14 0.82 0.283
H -0.10 2.40 -0.91 0.337
H 0.98 -2.38 0.49 0.386
N 0.02 0.44 -0.50 -0.030
N -2.12 -1.88 0.99 -0.322
N -1.84 -0.73 0.43 -0.241
O -1.03 -2.62 0.98 -0.090


<ii>
15
Properties=species:S:1:pos:R:3:mulliken_charge:R:1 method="wB97M-V/def2-TZVPD" gap_ev=9.6 e_lumo_ev=0.56
C -2.36 -0.87 0.05 -0.639
C -0.20 0.46 -0.10 0.435
C 1.81 -0.32 -0.12 0.494
C 1.71 1.11 -0.01 -0.244
H -3.11 -0.37 1.23 0.184
H -1.50 -1.90 0.24 0.312
H -3.27 -0.73 -0.91 0.246
H -1.98 1.32 -0.10 0.231
H 2.42 -2.27 0.23 0.268
H 1.97 1.75 -1.00 0.200
H 2.49 1.54 0.77 0.237
N -1.57 0.48 -0.19 -0.239
N 0.36 -0.61 -0.20 -0.431
N 2.74 -1.22 -0.01 -0.730
O 0.49 1.64 0.10 -0.325


Decreasing stability: <i>, <ii>


<i>
15
Properties=species:S:1:pos:R:3:mulliken_charge:R:1 method="wB97M-V/def2-TZVPD" gap_ev=9.1 e_lumo_ev=-0.63
C -2.21 -1.16 0.51 -0.551
C -0.61 2.09 -0.08 -0.599
C 0.56 -0.12 -0.40 0.735
C 2.05 0.12 -0.01 -0.138
H -1.94 -1.23 1.92 0.219
H -3.29 -1.21 0.10 0.240
H -1.57 -2.02 0.14 0.263
H -1.05 2.51 1.17 0.253
H 0.61 2.47 -0.50 0.234
H -1.77 2.02 -1.11 0.274
H 1.57 -1.77 -0.61 0.325
N -0.45 0.56 0.16 0.027
N 0.40 -1.43 -0.66 -0.665
N 3.34 -0.15 0.53 -0.358
O -1.79 0.10 -0.18 -0.260


<ii>
15
Properties=species:S:1:pos:R:3:mulliken_charge:R:1 method="wB97M-V/def2-TZVPD" gap_ev=4.8 e_lumo_ev=-2.50
C -0.84 -0.43 -0.03 0.216
C -0.46 -1.85 -0.23 -0.734
C 1.27 -0.29 0.09 0.352
C 0.17 0.41 0.05 0.636
H -3.09 -0.40 0.51 0.224
H -2.30 1.08 0.16 0.221
H -0.84 -2.85 -0.10 0.338
H 1.86 -2.01 -0.45 0.279
H 2.43 1.70 1.14 0.103
H -0.64 2.16 -0.99 0.251
H 0.92 2.22 -0.18 0.155
N -2.14 0.01 0.12 -0.485
N 0.98 -1.62 0.11 -0.259
N 0.08 1.83 -0.14 -0.660
O 2.60 0.03 -0.05 -0.639


Decreasing stability: <ii>, <i>


<i>
6
Properties=species:S:1:pos:R:3:mulliken_charge:R:1 method="wB97M-V/def2-TZVPD" gap_ev=9.4 e_lumo_ev=-0.80
C 0.23 0.12 0.57 0.154
O -0.39 0.44 -1.46 -0.612
Cl 0.52 -1.55 0.54 -0.075
Cl -1.15 0.66 1.34 -0.030
H 1.07 0.76 0.78 0.292
H -0.28 -0.43 -1.77 0.270


<ii>
6
Properties=species:S:1:pos:R:3:mulliken_charge:R:1 method="wB97M-V/def2-TZVPD" gap_ev=11.8 e_lumo_ev=0.75 smiles=OC(Cl)Cl
C -0.13 0.39 0.08 0.123
O 0.05 -1.01 0.72 -0.478
Cl -0.80 0.35 -1.53 -0.128
Cl 1.46 1.08 0.00 -0.120
H -0.70 0.93 0.74 0.281
H 0.12 -1.74 -0.01 0.322


Decreasing stability: <ii>, <i>